[1]
An isolated molecule of C4H6N2, computed with ωB97M-V/def2-TZVPD.

ORCA input file:
```
! wB97M-V def2-TZVPD RIJCOSX def2/J DEFGRID3
* xyz 0 1
H -1.2807 2.8288 0.5312
N -1.2285 1.8940 0.1248
C -0.1960 1.2528 0.5093
C 0.0690 -0.1307 0.0513
C 1.3096 -0.8909 0.4325
C -0.7835 -0.7474 -0.7503
N -1.6777 -1.3622 -1.3129
H 0.5943 1.7126 1.1348
H 1.5748 -1.6125 -0.3408
H 2.1687 -0.2391 0.5943
H 1.1551 -1.4631 1.3467
H -1.7052 -1.2423 -2.3208
*
```

## Properties
SMILES	[H]/N=C/C(C)=C=N
relative energy (zero: lowest compared OMol25 entry of this formula, charge and spin)	43.3	kcal per mole
maximum force	1.0	eV/Å

[2]
A structure of composition C46H48BN11PtS, computed with ωB97M-V/def2-TZVPD.

ORCA input file:
```
! wB97M-V def2-TZVPD RIJCOSX def2/J DEFGRID3
* xyz 2 5
Pt -0.3027 -0.4242 -0.0398
C 1.6004 1.4994 4.8501
C 0.6752 0.6870 4.0088
C -0.3637 -0.1114 4.4204
C -0.9029 -0.6833 3.2625
N -0.2286 -0.2348 2.1896
N 0.7410 0.6020 2.6623
B 1.7165 1.3396 1.7654
N 0.9102 2.4282 0.8887
N 0.0572 2.1242 -0.0374
C -0.3669 3.3277 -0.5980
C 0.2948 4.3929 0.0661
C 1.1020 3.8196 0.9874
C 2.0416 4.4463 1.9482
C -1.2891 3.4115 -1.6686
C -1.7091 2.2589 -2.3664
C -2.5975 2.3582 -3.4095
C -3.0927 3.6090 -3.7802
C -2.6878 4.7655 -3.1074
C -1.7939 4.6748 -2.0695
N 2.5223 0.4926 0.7975
N 1.9432 -0.0713 -0.3001
C 2.9352 -0.4089 -1.1254
C 4.1686 -0.1574 -0.5141
C 3.8716 0.4380 0.6920
C 4.8029 0.9742 1.7252
C 2.7351 -0.8531 -2.5174
C 2.0823 -0.0141 -3.4158
C 1.9542 -0.3782 -4.7492
C 2.4781 -1.5835 -5.1910
C 3.1478 -2.4165 -4.3021
C 3.2884 -2.0478 -2.9742
C -2.0270 -1.6430 3.2645
C -2.3845 -2.2635 4.4644
C -3.4349 -3.1648 4.5103
C -4.1498 -3.4701 3.3596
C -3.7939 -2.8731 2.1602
C -2.7396 -1.9724 2.1179
H 1.3434 1.3584 5.8973
H 1.5259 2.5633 4.6274
H 2.6382 1.1982 4.7113
H -0.6828 -0.2587 5.4362
H 2.4554 1.9609 2.4518
H 0.2035 5.4459 -0.1326
H 1.9851 5.5279 1.8510
H 3.0681 4.1332 1.7565
H 1.7989 4.1754 2.9751
H -1.2965 1.3078 -2.0727
H -2.9043 1.4719 -3.9499
H -3.7924 3.6882 -4.6019
H -3.0771 5.7281 -3.4076
H -1.4866 5.5710 -1.5499
H 5.1436 -0.3212 -0.9401
H 5.8261 0.7352 1.4449
H 4.6086 0.5378 2.7049
H 4.7243 2.0575 1.8187
H 1.7027 0.9425 -3.0730
H 1.4602 0.2873 -5.4455
H 2.3836 -1.8671 -6.2307
H 3.5711 -3.3497 -4.6486
H 3.8145 -2.6969 -2.2843
H -1.8330 -2.0615 5.3715
H -3.6926 -3.6354 5.4494
H -4.9694 -4.1747 3.3990
H -4.3332 -3.1145 1.2520
H -2.4521 -1.5357 1.1758
C -2.8852 1.7185 1.4627
C -3.4971 0.8397 0.4195
C -4.9028 0.8144 0.2790
C -5.4732 0.0640 -0.7030
C -4.6429 -0.6448 -1.5986
C -5.1682 -1.3942 -2.6803
C -4.3371 -2.0282 -3.5713
C -2.9557 -1.9304 -3.4114
C -2.3901 -1.2279 -2.3421
S -0.6933 -1.1466 -2.2505
C -3.2535 -0.5724 -1.3980
N -2.7055 0.1286 -0.3711
H -3.6046 1.9560 2.2434
H -2.5765 2.6585 0.9958
H -2.0071 1.2585 1.9055
H -5.5072 1.3902 0.9658
H -6.5491 0.0183 -0.8177
H -6.2433 -1.4489 -2.7997
H -4.7458 -2.5918 -4.3980
H -2.2914 -2.4091 -4.1202
C 0.4749 -3.1683 1.6890
N 0.8046 -4.5647 1.8819
C -0.3583 -5.3728 1.5065
N -0.7256 -5.1610 0.1016
C -1.0418 -3.7611 -0.0942
N 0.1009 -2.8719 0.2689
C 1.2675 -3.2911 -0.5670
N 1.5952 -4.6899 -0.3960
C 1.9252 -4.9214 1.0128
C 0.4255 -5.5013 -0.7392
H 1.3315 -2.5413 1.9450
H -0.3662 -2.9155 2.3253
H -1.2043 -5.1025 2.1419
H -0.1268 -6.4267 1.6582
H -1.9001 -3.4894 0.5179
H -1.2793 -3.5995 -1.1477
H 2.1192 -2.6874 -0.2669
H 1.0370 -3.0967 -1.6144
H 2.7954 -4.3198 1.2823
H 2.1698 -5.9740 1.1549
H 0.6694 -6.5546 -0.6026
H 0.1667 -5.3346 -1.7867
*
```

## Properties
E	-2925.93173	a.u.
maximum force	0.5	eV/Å

[3]
A cluster of 3 separate species, C25H37BN6O6SSi in total, computed with ωB97M-V/def2-TZVPD.

ORCA input file:
```
! wB97M-V def2-TZVPD RIJCOSX def2/J DEFGRID3
* xyz 0 1
C 2.0366 2.1428 3.2367
C 1.2754 1.0971 2.3293
N 1.0512 1.5694 0.9544
C -0.2974 2.0048 0.6590
C -0.8181 2.8921 1.8029
N -0.9558 3.5921 2.6678
C -0.1945 2.9858 -0.5734
C 0.5297 2.3540 -1.8000
O -0.2195 2.4955 -3.0217
Si 0.1737 1.2862 -4.1647
C -1.0573 -0.1758 -4.1049
C 0.0936 1.9461 -5.9498
C 1.9435 0.5985 -3.9383
C -1.3814 0.8388 0.4632
S -0.6852 -0.8666 0.3416
C -2.2338 1.0359 -0.7896
N -2.8004 1.4995 -1.6396
B -2.4755 0.7711 1.6878
O -2.1625 0.2920 2.9573
N -3.8701 1.1894 1.4333
C -4.3021 2.2743 2.3487
C -4.7644 0.0231 1.6579
H 1.2598 2.6438 3.8530
H 2.5788 2.8857 2.6296
H 2.6819 1.5859 3.9426
H 0.3766 0.7122 2.8481
H 1.9731 0.2307 2.2517
H 1.4287 0.9461 0.2525
H 0.4611 3.8088 -0.2100
H -1.1581 3.4717 -0.8153
H 0.5782 1.2512 -1.6069
H 1.5506 2.7556 -1.9607
H -0.5896 -1.0905 -3.6796
H -1.9460 0.0453 -3.4804
H -1.4462 -0.3684 -5.1283
H 0.5475 2.9514 -6.0319
H -0.9417 1.9387 -6.3545
H 0.6530 1.2069 -6.5644
H 2.0778 0.2396 -2.8948
H 2.7202 1.3735 -4.1000
H 2.0319 -0.2452 -4.6448
H -0.6731 -1.1547 -0.9976
H -1.6391 -0.5279 2.9017
H -5.1513 2.7966 1.8543
H -4.6314 1.9046 3.3486
H -3.5197 3.0323 2.5439
H -4.2513 -0.8386 2.1326
H -5.2166 -0.3518 0.7125
H -5.6201 0.2804 2.3188
O 4.2541 -0.2830 -5.4282
N 5.1788 0.3823 -5.0026
O 5.3380 1.5688 -5.2298
C 6.1728 -0.2911 -4.1576
C 6.0438 -1.6482 -3.9059
C 6.9970 -2.2860 -3.1265
C 8.0635 -1.5656 -2.6039
C 8.1769 -0.2042 -2.8544
C 7.2286 0.4393 -3.6355
H 5.2161 -2.2153 -4.3096
H 6.9106 -3.3468 -2.9282
H 8.8098 -2.0676 -1.9997
H 9.0077 0.3551 -2.4434
H 7.3249 1.4990 -3.8290
O -2.1881 -2.8760 2.9130
N -3.3834 -3.0876 3.0491
O -4.2153 -2.9198 2.1777
C -3.8483 -3.5680 4.3543
C -2.9342 -3.7340 5.3834
C -3.3814 -4.1659 6.6226
C -4.7303 -4.4311 6.8214
C -5.6356 -4.2707 5.7801
C -5.1958 -3.8365 4.5390
H -1.8826 -3.5294 5.2359
H -2.6783 -4.2932 7.4358
H -5.0778 -4.7632 7.7924
H -6.6856 -4.4809 5.9377
H -5.9067 -3.7108 3.7337
*
```

## Properties
SMILES	CCN[C@@](C#N)(CCO[Si](C)(C)C)[C@](S)(C#N)B(O)N(C)C.O=[N+]([O-])c1ccccc1.O=[N+]([O-])c1ccccc1
E	-2467.17313	a.u.
maximum force	5.5	eV/Å

[4]
A cluster of 2 separate species, C10H16O in total, computed with ωB97M-V/def2-TZVPD.

ORCA input file:
```
! wB97M-V def2-TZVPD RIJCOSX def2/J DEFGRID3
* xyz 0 1
C 1.1615 -0.4951 -2.3512
C 0.8034 0.5123 -1.3653
C -0.3839 1.2782 -1.5087
C -0.6950 2.2750 -0.6156
C 0.1897 2.6005 0.4528
C 1.4123 1.9683 0.5396
C 1.7202 1.0007 -0.4389
H 1.4800 -1.5282 -2.1117
H 1.6697 -0.1112 -3.2622
H 0.1741 -0.9225 -2.7954
H -1.0206 1.1579 -2.4077
H -1.5550 2.9353 -0.7225
H -0.1492 3.3300 1.1869
H 2.1623 2.2383 1.2737
H 2.6996 0.5229 -0.4070
C -2.0773 -1.6368 0.3363
C -0.6707 -1.7518 0.8520
C -0.2480 -0.9079 2.0231
O -0.5548 -3.1217 1.4472
H -2.3209 -0.7409 -0.2436
H -2.9450 -1.9151 0.9044
H -2.1536 -2.3556 -0.5561
H 0.0989 -1.8859 0.0759
H -0.4952 0.1707 1.8541
H -0.8673 -1.0942 2.9051
H 0.8167 -1.0432 2.1984
H -0.6820 -3.0165 2.3928
*
```

## Properties
SMILES	Cc1ccccc1.CC(C)O
relative energy (zero: lowest compared OMol25 entry of this formula, charge and spin)	46.9	kcal per mole
maximum force	4.8	eV/Å

[5]
A structure of composition C10H16AsN2O2RhTe, computed with ωB97M-V/def2-TZVPD.

ORCA input file:
```
! wB97M-V def2-TZVPD RIJCOSX def2/J DEFGRID3
* xyz 0 5
Rh -2.8294 0.9747 0.1751
N -5.0359 -0.0835 -0.4654
N -4.7586 -1.4602 -0.4784
C -3.4991 -1.9680 -0.1316
O -3.3458 -3.1690 -0.1037
O -2.6128 -1.0773 0.1022
H -5.7738 0.1525 0.2032
H -5.3122 0.2497 -1.3934
H -5.5017 -2.1282 -0.6264
C 1.2798 2.2461 1.5985
As -0.2985 1.3594 0.7664
C 0.0596 1.9564 -1.0690
C 0.3303 -0.5301 0.7502
C 1.7271 -0.7440 0.3075
C 2.0481 -0.7189 -1.0489
C 3.3447 -0.9433 -1.4726
C 4.3367 -1.2229 -0.5466
C 4.0257 -1.2805 0.8023
C 2.7335 -1.0327 1.2270
H 2.1745 1.9433 1.0546
H 1.3736 1.9508 2.6427
H 1.1754 3.3291 1.5504
H 1.1023 1.7964 -1.3389
H -0.1722 3.0196 -1.1635
H -0.5899 1.4047 -1.7569
H -0.3736 -1.0517 0.0971
H 0.1845 -0.9016 1.7712
H 1.2599 -0.5563 -1.7697
H 3.5789 -0.9133 -2.5262
H 5.3466 -1.4070 -0.8774
H 4.7905 -1.5288 1.5236
H 2.4869 -1.0934 2.2779
Te -3.2553 3.4280 -0.0813
*
```

## Properties
relative energy (zero: lowest compared OMol25 entry of this formula, charge and spin)	6.4	kcal per mole
maximum force	1.1	eV/Å

[6]
A structure of composition C41H48N6O2S2Sc, computed with ωB97M-V/def2-TZVPD.

ORCA input file:
```
! wB97M-V def2-TZVPD RIJCOSX def2/J DEFGRID3
* xyz 1 1
Sc -0.2005 0.0580 0.1088
O 1.6368 -2.4254 3.0186
C 1.1076 -1.9462 2.0203
N 0.5413 -0.7340 1.9241
C 0.3990 -0.0680 3.1993
C -0.6734 0.9810 3.1752
C -1.0816 1.5577 4.3742
C -2.0509 2.5404 4.3666
C -2.5959 2.9162 3.1456
C -2.1418 2.2902 2.0043
N -1.1977 1.3419 1.9973
C 1.0167 -2.7784 0.7596
C 1.3642 -4.1192 0.8332
C 1.2437 -4.9058 -0.2995
C 0.7721 -4.3165 -1.4642
C 0.4487 -2.9715 -1.4485
N 0.5723 -2.2038 -0.3655
H 0.1811 -0.8043 3.9778
H 1.3349 0.4130 3.5182
H -0.6353 1.2180 5.3000
H -2.3782 3.0025 5.2882
H -3.3666 3.6705 3.0763
H -2.5603 2.5566 1.0459
H 1.7117 -4.4958 1.7846
H 1.5055 -5.9552 -0.2710
H 0.6524 -4.8900 -2.3725
H 0.0656 -2.4917 -2.3425
C -2.7834 2.6299 -1.3290
C -1.3308 2.9357 -1.4559
N -0.3602 2.0975 -1.2361
C 0.8525 2.5836 -1.6817
C 0.8007 3.8540 -2.1632
S -0.8069 4.4327 -2.1382
C 2.0322 1.7237 -1.7242
C 3.2105 2.0756 -2.3041
S 4.3407 0.8066 -2.1596
C 3.1624 -0.1505 -1.3340
N 2.0084 0.4452 -1.1904
C 3.5591 -1.4962 -0.8335
H -2.9325 1.6810 -0.8154
H -3.2034 2.5269 -2.3327
H -3.3239 3.4353 -0.8305
H 1.5992 4.4604 -2.5567
H 3.4732 2.9924 -2.8048
H 4.6374 -1.6252 -0.9066
H 3.0833 -2.2845 -1.4168
H 3.2623 -1.6179 0.2053
C -5.0970 -0.2695 -4.4866
C -3.7295 -0.1829 -3.8609
C -2.6524 0.3276 -4.5757
C -1.3852 0.3349 -4.0016
C -0.2035 0.8855 -4.7577
C -1.2255 -0.1465 -2.7166
C -2.3062 -0.5584 -1.9016
C -3.5556 -0.6146 -2.5509
N -2.0371 -0.7955 -0.5647
C -3.0225 -1.5567 0.2427
C -2.3857 -1.9448 1.5880
C -3.3425 -2.7316 2.4875
C -3.7506 -4.0221 1.7772
C -4.4056 -3.6612 0.4435
C -5.6462 -2.8002 0.7045
C -5.2471 -1.5233 1.4516
C -4.5818 -1.8866 2.7789
C -4.2686 -0.7139 0.5944
C -3.4167 -2.8853 -0.4328
H -5.1229 0.2391 -5.4490
H -5.8523 0.1787 -3.8397
H -5.3774 -1.3124 -4.6459
H -2.7894 0.6848 -5.5899
H -0.3360 0.7709 -5.8326
H 0.7241 0.3911 -4.4628
H -0.0911 1.9545 -4.5514
H -0.2206 -0.2090 -2.3041
H -4.4337 -0.9785 -2.0439
H -2.0704 -1.0381 2.1076
H -1.5077 -2.5601 1.3937
H -2.8265 -2.9705 3.4225
H -4.4499 -4.5885 2.3987
H -2.8711 -4.6520 1.6094
H -4.7000 -4.5759 -0.0784
H -6.3687 -3.3648 1.3003
H -6.1305 -2.5437 -0.2432
H -6.1395 -0.9201 1.6419
H -5.2769 -2.4398 3.4165
H -4.2952 -0.9744 3.3136
H -3.9304 0.1734 1.1435
H -4.7858 -0.3595 -0.2946
H -3.8557 -2.7251 -1.4161
H -2.5028 -3.4716 -0.5840
C 2.4714 3.3686 2.4289
C 2.3468 2.0377 1.7472
C 3.4941 1.0784 1.9085
O 1.3769 1.7667 1.0689
H 2.7594 3.2421 3.4726
H 1.5414 3.9294 2.3588
H 3.2685 3.9369 1.9413
H 4.1035 1.3220 2.7754
H 4.1281 1.1489 1.0190
H 3.1330 0.0513 1.9776
*
```

## Properties
relative energy (zero: lowest compared OMol25 entry of this formula, charge and spin)	11.4	kcal per mole
maximum force	0.7	eV/Å

[7]
A cluster of 3 separate species, C4H10O4 in total, computed with ωB97M-V/def2-TZVPD.

ORCA input file:
```
! wB97M-V def2-TZVPD RIJCOSX def2/J DEFGRID3
* xyz 0 1
O 2.2886 1.7505 -0.9172
C 1.2192 1.2286 -0.7509
C -0.0504 1.9832 -0.2656
C -0.7114 1.2335 0.8828
C -1.6373 0.1483 0.5268
O -1.4691 -0.9718 0.7141
H 1.0982 0.3209 -1.3056
H 0.4005 2.8980 0.3327
H -0.7669 2.3782 -1.0961
H -1.1988 2.0354 1.4587
H 0.2060 1.0090 1.5238
H -2.4899 0.4968 0.1508
O 1.2631 -2.1104 0.6443
H 1.9519 -1.5545 0.4791
H 0.5624 -1.4031 0.8091
O -0.0857 -3.0329 -1.3813
H -0.9830 -3.4100 -1.1845
H 0.4027 -2.9997 -0.6209
*
```

## Properties
SMILES	O=CCCC=O.O.O
relative energy (zero: lowest compared OMol25 entry of this formula, charge and spin)	67.6	kcal per mole
maximum force	6.1	eV/Å

[8]
The ion C6H8N3O with charge +1, computed with ωB97M-V/def2-TZVPD.

ORCA input file:
```
! wB97M-V def2-TZVPD RIJCOSX def2/J DEFGRID3
* xyz 1 1
C -0.8582 1.6359 0.6515
C 0.3371 1.4593 -0.0668
C -2.1524 -0.1509 -0.2375
C 1.3331 1.9690 -0.7248
C -0.2990 -1.2358 1.3494
C 0.2510 -0.7428 0.0828
N -1.9302 0.9749 0.4245
N -1.0726 -1.1369 0.1157
N 1.1789 -1.4299 -0.8204
O -3.0290 -0.5016 -0.9494
H -0.8484 2.2924 1.5179
H 2.2088 1.4383 -1.0467
H 1.3046 3.0192 -0.9915
H -0.1433 -2.2542 1.6841
H -0.4611 -0.5143 2.1431
H 1.0727 -2.4541 -0.7091
H 2.1557 -1.1697 -0.6229
H 0.9522 -1.1990 -1.8000
*
```

## Properties
relative energy (zero: lowest compared OMol25 entry of this formula, charge and spin)	129.8	kcal per mole
maximum force	4.1	eV/Å